Below is a structure of composition C28H56MnP2Si, with properties calculated with ωB97M-V/def2-TZVPD.

Positions of all 88 atoms, in Å:
Mn1 -1.135 -0.089 -2.324
C1 -2.251 1.685 -0.259
C2 -2.811 0.814 -1.316
C3 -2.626 -0.387 0.675
C4 -2.260 0.965 0.940
C5 -2.959 -0.511 -0.695
C6 -2.135 3.161 -0.342
H1 -1.888 3.509 -1.354
H2 -1.388 3.565 0.357
H3 -3.101 3.602 -0.063
C7 -2.253 1.618 2.284
H4 -1.365 2.240 2.452
H5 -2.311 0.879 3.090
H6 -3.115 2.299 2.400
C8 -2.841 -1.432 1.729
H7 -3.916 -1.595 1.922
H8 -2.390 -1.146 2.692
H9 -2.412 -2.412 1.454
C9 -3.713 -1.637 -1.313
H10 -4.788 -1.402 -1.310
H11 -3.578 -2.562 -0.733
H12 -3.431 -1.832 -2.365
C10 -3.601 1.332 -2.480
H13 -4.601 1.654 -2.144
H14 -3.740 0.551 -3.247
H15 -3.116 2.209 -2.950
C11 0.683 0.652 -2.357
C12 -0.328 1.601 -2.845
C13 -0.555 1.900 -4.316
C14 -1.345 0.777 -5.060
C15 -1.611 -0.484 -4.228
C16 -0.533 -1.347 -3.780
C17 0.932 -1.098 -4.183
C18 1.648 -0.035 -3.293
H16 0.386 2.138 -4.838
H17 -0.798 0.520 -5.977
H18 -1.159 2.825 -4.377
H19 2.191 0.666 -3.950
H20 1.036 0.847 -1.350
H21 -0.525 2.425 -2.166
H22 2.452 -0.499 -2.698
H23 1.485 -2.055 -4.085
H24 -0.712 -2.402 -3.519
H25 1.032 -0.844 -5.262
H26 -2.305 1.207 -5.407
H27 -2.587 -0.970 -4.389
P1 1.750 2.254 1.020
C19 1.578 3.481 2.420
H28 2.455 4.147 2.450
H29 1.462 2.978 3.389
H30 0.667 4.074 2.231
C20 3.504 1.697 1.168
H31 4.144 2.516 1.534
H32 3.830 1.371 0.167
H33 3.548 0.834 1.846
C21 2.007 3.508 -0.315
H34 2.218 2.986 -1.255
H35 2.855 4.160 -0.054
H36 1.104 4.120 -0.441
P2 1.025 -3.002 0.499
C22 -0.426 -3.707 -0.422
H37 -0.113 -4.614 -0.970
H38 -0.859 -2.971 -1.125
H39 -1.222 -3.996 0.284
C23 2.240 -2.903 -0.882
H40 1.720 -2.733 -1.833
H41 2.830 -3.829 -0.929
H42 2.917 -2.058 -0.699
C24 1.551 -4.482 1.409
H43 1.339 -5.375 0.812
H44 0.964 -4.485 2.334
H45 2.608 -4.401 1.662
C25 2.959 -1.953 3.617
Si1 1.667 -0.638 4.046
C26 0.548 -1.353 5.389
C27 2.514 0.894 4.771
C28 1.026 0.001 2.405
H46 3.874 -1.819 4.211
H47 3.247 -1.883 2.559
H48 2.611 -2.977 3.806
H49 1.154 -1.638 6.265
H50 -0.197 -0.628 5.750
H51 0.008 -2.255 5.068
H52 3.054 1.457 3.998
H53 1.794 1.577 5.241
H54 3.245 0.631 5.548
H55 0.892 -0.680 1.547
H56 0.248 0.795 2.459

Properties
**Energy relative to the best compared isomer or geometry (same formula, charge and spin)**: 162.3 kcal per mole
**2S+1**: 5
**LUMO level (alpha / beta)**: -0.11224 / -0.25798 hartree
**Total charge**: +1
**Energy**: -87706.92610 eV
**Expectation value of S²**: 6.357
**Frontier orbital gap (alpha / beta)**: 6.3 / 2.3 eV

***

Below is a structure of composition C28H57AsB2CrF4GeO4PSe, with properties calculated with ωB97M-V/def2-TZVPD.

Positions of all 100 atoms, in Å:
Cr1 0.263 -0.346 -0.965
C1 -0.012 0.864 8.017
C2 0.093 1.660 6.713
C3 -1.151 2.553 6.607
C4 1.357 2.530 6.782
C5 0.166 0.768 5.480
C6 0.196 -0.621 5.570
C7 0.273 -1.449 4.459
C8 0.322 -0.842 3.225
O1 0.399 -1.376 1.976
B1 0.384 -0.332 1.076
O2 0.320 0.864 1.789
C9 0.280 0.551 3.114
C10 0.212 1.368 4.220
H1 -0.068 1.557 8.854
H2 0.858 0.229 8.165
H3 -0.912 0.252 8.024
H4 -1.233 3.189 7.484
H5 -2.045 1.937 6.543
H6 -1.111 3.190 5.729
H7 1.324 3.166 7.664
H8 1.449 3.166 5.907
H9 2.244 1.903 6.844
H10 0.157 -1.092 6.537
H11 0.301 -2.521 4.564
H12 0.191 2.437 4.096
F1 2.346 -0.487 -1.002
B2 3.358 0.117 -1.932
F2 2.544 0.891 -2.749
F3 4.216 0.861 -1.206
F4 3.949 -0.877 -2.627
C11 0.647 1.628 -5.040
As1 -0.123 0.416 -3.668
C12 -1.913 0.369 -4.530
C13 0.680 -1.202 -4.430
H13 0.441 1.218 -6.031
H14 1.723 1.691 -4.897
H15 0.223 2.630 -4.980
H16 -1.883 -0.184 -5.468
H17 -2.235 1.391 -4.736
H18 -2.661 -0.077 -3.880
H19 0.258 -1.483 -5.397
H20 0.548 -2.021 -3.726
H21 1.747 -1.019 -4.545
O3 -2.287 1.563 -1.297
C14 -2.546 0.407 -0.981
O4 -1.709 -0.528 -0.850
H22 -3.608 0.118 -0.801
C15 -2.654 5.031 -1.651
Ge1 -0.675 5.111 -1.568
C16 0.071 6.384 -2.919
C17 -0.126 5.629 0.274
C18 0.009 3.293 -2.060
Se1 0.143 2.160 -0.487
C19 1.954 2.761 -0.063
H23 -3.107 5.843 -1.090
H24 -2.981 4.087 -1.226
H25 -3.009 5.085 -2.676
H26 -0.281 7.395 -2.739
H27 -0.232 6.093 -3.921
H28 1.156 6.389 -2.881
H29 -0.782 6.406 0.653
H30 0.893 6.003 0.308
H31 -0.207 4.763 0.929
H32 0.973 3.288 -2.569
H33 -0.748 2.845 -2.703
H34 1.938 3.832 0.129
H35 2.620 2.544 -0.893
H36 2.294 2.232 0.822
C20 1.152 -4.210 1.265
C21 -0.163 -4.179 0.491
C22 -1.327 -3.712 1.368
P1 -0.070 -3.161 -1.097
C23 1.195 -4.278 -1.974
C24 0.974 -4.717 -3.422
C25 2.547 -3.577 -1.859
C26 -1.790 -3.620 -1.740
C27 -2.143 -5.109 -1.751
C28 -2.035 -2.994 -3.109
H37 1.022 -4.803 2.170
H38 1.455 -3.210 1.551
H39 1.953 -4.668 0.691
H40 -0.371 -5.204 0.164
H41 -1.460 -2.634 1.306
H42 -1.137 -3.968 2.409
H43 -2.261 -4.188 1.075
H44 1.228 -5.191 -1.371
H45 1.011 -3.891 -4.124
H46 0.035 -5.246 -3.562
H47 1.784 -5.398 -3.689
H48 2.625 -2.764 -2.574
H49 3.356 -4.275 -2.061
H50 2.701 -3.155 -0.867
H51 -2.449 -3.100 -1.032
H52 -1.338 -5.713 -2.162
H53 -3.026 -5.264 -2.370
H54 -2.373 -5.486 -0.759
H55 -1.492 -3.513 -3.894
H56 -1.721 -1.952 -3.083
H57 -3.096 -3.024 -3.357

Properties
**2S+1**: 2
**LUMO level (alpha / beta)**: -0.03376 / -0.01664 hartree
**Energy**: -270792.43218 eV
**Expectation value of S²**: 0.797
**Frontier orbital gap (alpha / beta)**: 7.6 / 8.0 eV

***

Q: 2S+1 of number 1 (C28H56MnP2Si)?
A: 5

***

Q: Which value of expectation value of S² does entry 1 give?
A: 6.357

***

Q: What is the 2S+1 in the first record?
A: 5

***

Q: The highest 2S+1 belongs to which entry?
A: C28H56MnP2Si